Entry 1:
91
Properties=species:S:1:pos:R:3:forces:R:3 method="wB97M-V/def2-TZVPD" charge=+1 homo_ev="-9.112 / -9.210" orbital_gap_ev="5.9 / 5.9" e_lumo_ev="-3.2 / -3.3" de_lowest_ev=1.905
Tl -0.43405 0.81676 -0.57027 0.7490 -1.8104 0.4059
C 2.66541 -0.43963 0.15241 -0.7596 -2.2030 -2.1055
C 2.17315 -0.22151 1.47321 -1.3584 -0.8152 0.7872
C 1.27998 -2.19484 0.69357 -0.3349 0.8584 1.4660
C 2.11092 -1.65479 -0.32911 1.5253 2.4669 0.1801
C 1.31724 -1.31056 1.80140 0.1762 -0.0664 -0.7682
C 3.55083 0.45254 -0.62998 0.5358 0.3369 -0.3271
H 3.88423 1.31057 -0.03167 0.0033 -0.1885 -0.2083
H 3.06012 0.84661 -1.53764 0.1384 -0.1147 0.2775
H 4.44820 -0.09258 -0.96618 -0.1880 0.2642 0.0682
C 2.30021 -2.22020 -1.68239 0.2234 -0.2558 -0.4493
H 3.24578 -1.87213 -2.11958 -0.2273 -0.1208 0.0453
H 1.49248 -1.92982 -2.37581 0.1937 -0.0603 0.1745
H 2.32824 -3.32000 -1.64872 -0.0069 0.2704 -0.1130
C 0.45502 -3.41842 0.57715 -0.0890 -0.4853 0.1813
H 0.99533 -4.21164 0.03874 -0.1844 0.1949 0.0927
H -0.49081 -3.23125 0.03915 0.2658 0.0256 0.0995
H 0.19454 -3.80596 1.57103 0.0080 0.0599 -0.2499
C 0.55985 -1.49711 3.06021 -0.2899 -0.1957 0.5631
H 0.85476 -2.43284 3.56190 -0.1461 0.2915 0.0162
H -0.52740 -1.55790 2.88206 0.2285 0.0160 0.0924
H 0.73899 -0.67104 3.76002 -0.0587 -0.2356 -0.0842
C 2.48235 0.93651 2.34531 0.1088 0.2959 0.2523
H 3.30796 0.69992 3.03563 -0.1551 0.0622 -0.1491
H 1.61908 1.22010 2.96326 0.2139 -0.0987 -0.1304
H 2.78783 1.81544 1.76380 -0.0440 -0.1873 0.1272
C -2.18316 6.00212 -1.55515 0.9472 0.7720 -0.7726
C -0.87386 6.15507 -1.29225 -1.0746 0.9381 -0.7794
C -0.33914 6.88223 -0.09777 0.2761 0.1841 0.3960
C -1.10414 6.66525 1.24591 0.6457 0.5835 -0.1948
C -1.68012 5.30029 1.47053 -0.9121 -0.0619 0.6998
C -2.92126 4.92001 1.12547 0.3186 0.8015 1.3183
C -3.89691 5.76995 0.37368 -0.4705 0.4241 -0.2906
C -3.31970 6.62389 -0.79238 -0.5294 -0.1436 0.0848
H -0.35205 7.96872 -0.30253 0.1595 -0.3684 -0.0062
H -1.87530 7.44839 1.35521 0.2208 -0.4934 -0.0297
H 0.71657 6.59889 0.04349 -0.3184 0.1616 -0.0521
H -3.05069 7.63289 -0.43788 0.0305 -0.4725 -0.1069
H -2.46430 5.56503 -2.52124 0.1855 0.1263 0.2892
H -0.15283 5.95412 -2.09634 -0.2618 -0.2565 0.5102
H -4.14080 6.76748 -1.51276 0.2501 0.1022 0.2586
H -4.71070 5.12192 -0.00043 0.3066 0.2316 0.0245
H -3.38145 4.08717 1.66043 0.3714 0.0317 -0.5740
H -4.40035 6.47940 1.05882 0.1742 -0.3978 -0.0623
H -0.36672 6.84713 2.05177 -0.4392 0.0077 -0.3303
H -1.08540 4.68127 2.15501 -0.3366 0.0669 -0.3146
P -0.96531 3.00110 -1.68186 0.9402 -1.1940 0.4980
P -2.64443 1.12112 0.85349 1.6866 -0.0734 -0.6185
C -2.77312 3.07371 -1.40942 -0.6077 0.9688 0.5364
C -3.51070 2.09994 -0.43346 -0.5810 0.2483 -0.0407
H -3.21738 2.94117 -2.40759 0.3063 -0.0179 0.1437
H -3.02522 4.09633 -1.11516 -0.0527 -0.4897 -0.1301
H -4.26276 2.67390 0.12990 -0.0740 -0.0197 -0.4769
H -4.05373 1.38021 -1.06905 0.1608 0.0025 0.4943
C -3.67491 -0.30329 1.22519 -0.4502 -0.1613 0.1588
H -3.43172 -0.66318 2.23346 -0.0696 0.0948 -0.2438
H -3.47040 -1.09931 0.49908 -0.0726 0.2796 0.1887
H -4.73125 -0.01613 1.18584 0.0477 -0.1578 0.1123
C -2.38932 2.04773 2.38483 -0.5597 0.3220 0.2508
H -3.35090 2.42545 2.75897 0.2876 -0.0871 0.2192
H -1.71422 2.89413 2.20498 -0.2221 -0.4567 0.0666
H -1.93743 1.39005 3.13794 -0.1108 0.0311 -0.2697
C -0.49077 3.47619 -3.34912 -0.1442 0.3045 -0.6416
H 0.59204 3.30465 -3.47791 -0.4850 0.0220 0.1419
H -0.71266 4.53473 -3.54818 0.0943 -0.3466 -0.0797
H -1.03151 2.84626 -4.07478 0.2278 0.2391 0.2690
C 0.24679 3.70525 -0.48634 0.2552 1.1327 0.5718
H 0.73415 2.94477 0.15542 -0.3241 0.2051 -0.5848
H -0.27491 4.37631 0.19653 0.3353 -0.0498 -0.2319
H 1.05582 4.26465 -0.99068 -0.4987 -0.1789 0.0488
C -0.77378 -3.28546 -3.53973 0.3942 -0.2439 0.1124
C -1.81944 -2.17741 -3.48038 -0.1735 -1.0121 -0.6129
C -2.41766 -2.07325 -4.86553 -0.4174 -0.0110 -0.3014
O -1.17764 -0.94070 -3.15851 -0.0867 0.4799 1.4745
B -1.37328 -0.74528 -1.79479 -0.1885 -1.4870 -0.8096
O -2.25801 -1.66990 -1.23082 0.9050 1.0536 -0.3474
C -2.85132 -2.38286 -2.32294 -0.5853 -0.2006 -0.4621
C -4.20648 -1.74697 -2.62672 -0.3067 0.1697 -0.0092
C -3.10209 -3.80371 -1.87313 0.0669 -0.5431 -0.0694
H -1.22874 -4.22440 -3.88202 0.0694 0.2131 0.1504
H -0.28637 -3.46973 -2.57142 -0.1402 0.1001 -0.2294
H 0.00054 -3.02072 -4.27421 -0.1865 0.0146 0.2709
H -1.63200 -1.92043 -5.61645 -0.1338 -0.0035 0.2695
H -2.91483 -3.02314 -5.09895 -0.0184 0.2259 -0.0731
H -3.14507 -1.25965 -4.95363 0.1598 -0.1552 0.0011
H -4.75195 -2.34127 -3.37128 0.1410 0.2038 0.1235
H -4.81545 -1.73666 -1.71247 0.1705 0.0099 -0.1675
H -4.12294 -0.71600 -2.99953 0.0608 -0.2305 0.1032
H -2.18641 -4.32830 -1.57679 -0.1818 0.1637 -0.0896
H -3.78589 -3.80791 -1.01345 0.1541 0.0686 -0.2222
H -3.58375 -4.36623 -2.68389 0.1362 0.0241 0.1928

Entry 2:
11
Properties=species:S:1:pos:R:3:forces:R:3 method="wB97M-V/def2-TZVPD" homo_ev=-10.757 orbital_gap_ev=10.8 e_lumo_ev=0.0 de_lowest_ev=2.311
H 1.68600 -1.76429 -0.22604 0.6683 1.2848 -0.1819
N 2.15612 -0.83485 -0.03983 -2.2944 0.4537 0.5991
C 1.27956 0.10004 0.12307 0.8114 -1.4401 0.0295
N -0.13057 0.07814 -0.06065 -1.2680 1.3434 0.3870
C -1.04253 -0.98438 -0.00080 -1.1169 -1.1467 -0.2262
O -2.27579 -0.84036 0.08218 3.5650 -0.5899 -0.2490
C -0.73631 1.41339 -0.06474 0.5141 -0.0211 -0.4620
O -0.09268 2.44037 0.00230 -1.0975 -1.5903 0.0320
H 1.46305 1.11977 0.48635 0.9841 -0.4798 -0.4688
H -0.47558 -2.01752 -0.08277 -1.3352 1.6800 0.2972
H -1.83127 1.28970 -0.21906 0.5692 0.5060 0.2431